1.
C28H28MnN6OS2 | the ωB97M-V functional and the def2-TZVPD basis

Properties
* E_LUMO (spin up / spin down): -3.7989 / -4.0238 eV
* orbital gap (spin up / spin down): 6.89 / 6.78 eV
* <S²>: 6.121

Structure (ORCA input):
```
! RIJCOSX wB97M-V def2-TZVPD def2/J DEFGRID3
* xyz 1 5
Mn 0.51970 0.20770 0.03180
N -0.62260 -2.40390 -3.25630
C -0.24920 -1.79020 -2.12670
S 0.72630 -0.34900 -2.26810
N -0.62710 -2.26180 -0.97160
N -0.28070 -1.57300 0.11100
C -0.84020 -1.88470 1.28180
C -1.87910 -2.90510 1.44090
C -1.77910 -4.15090 0.81760
C -2.75660 -5.10880 1.00960
C -3.85120 -4.83920 1.81610
C -3.97700 -3.59800 2.41960
C -3.00360 -2.63700 2.22990
C -0.36820 -1.08420 2.38480
C -0.70700 -1.29740 3.72880
C -0.19020 -0.46700 4.69840
C 0.67160 0.56210 4.32030
C 0.99530 0.70280 2.98730
N 0.49440 -0.08230 2.02770
H -0.23820 -2.09630 -4.13240
H -1.12540 -3.27350 -3.20350
H -0.92840 -4.36360 0.19190
H -2.66470 -6.07470 0.53530
H -4.61150 -5.58810 1.96850
H -4.83640 -3.38270 3.03830
H -3.12580 -1.65680 2.66360
H -1.35100 -2.11940 3.99990
H -0.43640 -0.61940 5.73770
H 1.08820 1.22940 5.05550
H 1.68990 1.47040 2.66460
C 6.75110 1.93380 0.04340
C 5.46000 1.20790 -0.03370
C 5.36790 -0.18150 -0.15700
C 4.10680 -0.75060 -0.09710
N 3.01280 -0.00900 0.01980
C 3.20070 1.32450 0.03640
S 1.73240 2.23360 0.06970
N 4.35690 1.94300 0.04150
H 7.59490 1.25430 -0.00890
H 6.78000 2.49270 0.97810
H 6.80710 2.65720 -0.76780
H 6.25130 -0.78590 -0.26700
H 3.96050 -1.82130 -0.13870
C -4.92470 6.49170 -1.02610
C -3.92630 5.39000 -1.11240
C -3.45890 4.92890 -2.34130
C -2.58600 3.86630 -2.43660
C -2.06520 3.45620 -3.77660
C -2.17220 3.21990 -1.24250
C -1.38770 2.03680 -1.33780
O -1.05220 1.31370 -0.38760
C -2.55640 3.74560 0.02000
C -2.02220 3.17770 1.29170
C -3.42620 4.81480 0.05390
H -5.29360 6.77550 -2.00760
H -4.47140 7.36370 -0.55440
H -5.77160 6.18250 -0.41340
H -3.78990 5.41580 -3.24500
H -2.52390 4.05470 -4.55970
H -2.26590 2.40730 -3.98320
H -0.98730 3.61540 -3.80650
H -1.08360 1.72340 -2.35040
H -2.44590 2.18970 1.47530
H -2.26790 3.82630 2.12900
H -0.93710 3.06500 1.23140
H -3.74000 5.21340 1.00650
*
```

2.
C28H28N2O2 | the ωB97M-V functional and the def2-TZVPD basis

Properties
* E_LUMO: -2.5747 eV
* orbital gap: 2.35 eV
* energy above the lowest of the compared OMol25 structures with the same formula, charge and spin: 120.8 kJ/mol

Structure (ORCA input):
```
! RIJCOSX wB97M-V def2-TZVPD def2/J DEFGRID3
* xyz 0 1
C -3.07588 3.21180 -0.82273
N -1.70451 2.95484 -0.37174
C -1.15851 1.72138 -0.16591
C 0.10833 1.84810 0.42373
C 0.85434 0.75818 0.92813
C 2.23298 0.78418 1.29141
C 3.13364 1.64554 0.63338
C 4.44330 1.73074 1.03053
C 4.90361 0.96478 2.08800
C 4.05253 0.06973 2.71739
C 2.74306 -0.04547 2.31094
C 0.33962 3.28227 0.56981
C 1.35732 4.04329 1.15790
C 1.21030 5.40680 1.24922
C 0.07091 6.04619 0.75424
C -0.94073 5.32576 0.17077
C -0.81040 3.93858 0.08405
H -3.26841 4.28124 -0.91884
H -3.24539 2.73545 -1.78760
H -3.77917 2.79333 -0.10301
H -1.64629 0.79969 -0.42819
H 0.32025 -0.16304 1.08455
H 2.78183 2.22302 -0.20380
H 5.11507 2.39497 0.51323
H 5.92987 1.05188 2.41132
H 4.41906 -0.53026 3.53391
H 2.08579 -0.74294 2.80081
H 2.24660 3.57746 1.54310
H 1.97482 5.99410 1.72987
H -0.02287 7.11556 0.84125
H -1.82905 5.80978 -0.19437
C -3.66784 -1.75772 -4.26028
C -2.18382 -2.09590 -4.19236
O -1.63521 -1.85381 -2.91528
C -0.28858 -1.56931 -2.98038
C 0.47961 -1.72794 -1.75900
C 1.94858 -1.59600 -1.82179
N -0.15842 -2.19437 -0.70729
C 0.35962 -2.77982 0.36100
C -0.48517 -3.45893 1.26926
C -0.00641 -4.26081 2.32031
C -0.88381 -4.93370 3.13880
C -2.25128 -4.83066 2.93016
C -2.74229 -4.05738 1.89179
C -1.87523 -3.38383 1.07245
O 0.29295 -1.27900 -4.01798
H -4.15100 -2.22891 -5.11539
H -4.17327 -2.09339 -3.35545
H -3.83134 -0.68372 -4.33153
H -1.99197 -3.15564 -4.39753
H -1.59423 -1.52616 -4.91928
H 2.24512 -0.95933 -2.65814
H 2.35365 -1.17415 -0.90146
H 2.40629 -2.57087 -1.97753
H 1.42666 -2.87805 0.44995
H 1.05554 -4.35158 2.47089
H -0.51094 -5.52984 3.95665
H -2.93600 -5.33951 3.58927
H -3.80672 -3.96890 1.73584
H -2.23650 -2.78771 0.25293
*
```

3.
C28H28N5O2S4Se2Te2Tm | the ωB97M-V functional and the def2-TZVPD basis

Properties
* E_LUMO (spin up / spin down): 2.9756 / 2.9772 eV
* orbital gap (spin up / spin down): 2.66 / 2.78 eV
* energy above the lowest of the compared OMol25 structures with the same formula, charge and spin: 266.0 kJ/mol
* <S²>: 2.355

Structure (ORCA input):
```
! RIJCOSX wB97M-V def2-TZVPD def2/J DEFGRID3
* xyz -2 3
Tm 16.60773 8.12819 10.18554
C 15.11502 6.08184 14.63415
C 15.95346 8.03628 13.31802
N 16.41159 7.26317 12.26445
N 17.31105 6.35992 12.73250
C 18.29704 5.95180 11.96091
S 18.74990 6.35110 10.28570
S 19.59721 5.06157 12.75801
C 20.60120 6.61020 12.84493
C 21.44028 6.52440 14.09383
C 21.32690 7.53911 15.06532
C 21.91817 7.35858 16.29795
C 22.52097 6.15942 16.63985
C 22.68174 5.15964 15.61746
C 22.10993 5.33417 14.37518
C 16.05567 9.40752 13.41895
C 15.60755 10.04786 14.61978
C 15.80405 11.42288 14.80489
C 16.36507 12.19772 13.75495
C 16.85383 11.63149 12.58838
C 16.74684 10.26192 12.46832
O 17.35271 9.67964 11.41000
H 15.59721 5.52583 13.84298
H 14.00636 6.00782 14.75708
H 15.55460 5.86064 15.59945
H 19.91599 7.43425 12.94448
H 21.20203 6.68546 11.91262
H 20.82476 8.47547 14.75282
H 21.89420 8.18996 17.00447
H 22.91346 5.98066 17.63944
H 23.24421 4.25732 15.80488
H 22.22523 4.59474 13.56146
H 15.22636 9.54876 15.52025
H 15.45080 12.01209 15.64127
H 16.53904 13.27557 13.85119
H 17.26491 12.26755 11.75421
Se 12.04272 6.92508 11.64316
Te 9.86885 7.15205 10.45507
Te 7.87120 5.30426 11.61785
Se 9.93178 4.22433 11.36400
N 14.25228 6.25067 8.86490
C 13.85021 5.91346 7.64334
C 14.97972 5.90188 6.83842
C 15.99515 6.33653 7.68196
N 15.58162 6.57973 8.91668
H 13.59632 6.30973 9.70222
H 12.82650 5.52914 7.44116
H 15.09176 5.42240 5.84126
H 17.08342 6.35043 7.41352
C 8.94521 12.91223 7.30617
C 9.78005 12.98908 8.61190
C 9.45653 13.92958 9.59764
C 10.08083 13.92526 10.85274
C 11.21808 13.18615 10.97440
C 11.48825 12.13303 10.10947
C 10.77978 12.04993 8.93542
S 12.15204 13.69493 12.45053
C 13.81224 13.22578 12.06249
O 15.49426 7.47621 14.47560
H 7.99905 13.46629 7.47338
H 8.75714 11.88085 6.90065
H 9.51644 13.30301 6.45660
H 8.70571 14.64316 9.38832
H 9.77592 14.58910 11.64920
H 12.38701 11.47560 10.29686
H 11.02880 11.25331 8.23738
H 14.09558 13.62370 11.08465
H 14.04496 12.10112 12.12979
H 14.45216 13.82579 12.73089
S 17.14185 9.67229 7.99278
C 15.55042 9.59664 8.40113
N 14.55537 9.19915 8.98122
*
```